# 1
7
Properties=species:S:1:pos:R:3 method="wB97M-V/def2-TZVPD" homo_lumo_gap_ev=8.3 multiplicity=1 homo_energy_ev=-8.56 total_energy_ha=-890.91244 mol_weight_g_mol=93.18 relative_energy_kcal_mol=72.7 lumo_ev=-0.26
H 0.001 0.040 1.981
N -0.092 0.609 1.118
H -0.661 1.286 1.524
H 1.669 -0.201 -0.616
C 0.135 -0.418 -1.232
S -0.040 -1.041 -2.717
S -1.011 -0.276 -0.058

# 2
88
Properties=species:S:1:pos:R:3 method="wB97M-V/def2-TZVPD" homo_lumo_gap_ev="6.1 / 6.1" multiplicity=1 homo_energy_ev="-5.88 / -5.88" total_energy_ha=-4962.54480 mol_weight_g_mol=749.29 lumo_ev="0.24 / 0.24"
H -6.393 -0.792 -1.902
H -3.496 -3.933 -1.611
C -5.923 -1.701 -1.527
H -1.158 0.253 2.069
H -5.073 3.394 1.232
C 1.834 -0.081 4.345
C -3.839 2.548 -2.508
N 3.249 -0.109 0.123
H 2.508 5.329 -0.271
Si -4.039 -1.526 -1.424
H -6.736 1.241 -2.089
C 1.962 0.042 2.951
H -6.552 -0.716 3.219
H -2.486 -1.914 2.208
H 2.429 3.392 1.131
H -6.550 -1.570 1.680
C 3.916 -0.136 1.262
N 3.284 0.020 2.495
H 0.200 -2.850 0.990
C -6.267 -0.637 2.168
H -3.518 3.827 0.514
C -4.556 3.576 0.287
H 3.335 -0.219 -1.917
N 0.885 0.169 2.163
C 0.157 -2.871 -0.120
H -4.021 -2.768 2.232
H -1.534 0.017 4.503
H -6.855 0.168 1.721
H -1.233 4.710 -1.973
H -5.015 4.453 -0.172
H 1.217 -2.967 -0.424
C 0.584 -0.093 4.920
C -0.530 0.024 4.104
C -4.010 1.121 3.206
H -4.060 0.816 4.253
H 1.250 6.569 -0.117
H -0.892 6.230 -1.119
H 7.071 -0.631 0.134
H 5.793 -0.595 -2.027
H 1.043 3.131 2.198
H -0.636 6.194 1.293
As -3.400 0.290 -0.029
H -2.242 -3.113 -0.673
H -3.461 -1.953 3.684
N -1.209 4.586 0.112
H 5.824 -0.340 2.253
H 2.717 -0.184 4.963
C 5.296 -0.459 -1.077
H -4.387 2.186 -3.380
H -3.005 1.508 3.017
H -1.594 2.737 1.009
H -3.706 -0.232 -3.561
H -6.979 2.875 -1.482
H 3.943 -0.069 3.248
C -1.156 3.129 0.084
C -0.315 0.153 2.750
C 5.308 -0.321 1.300
C 3.933 -0.266 -1.010
H -2.838 2.110 -2.552
C 1.343 3.500 1.213
N 0.995 4.914 1.112
H -0.792 4.643 2.154
H -4.707 1.950 3.070
C 6.000 -0.481 0.121
H -1.772 2.770 -0.745
H 2.136 3.447 -1.664
C -3.324 -3.169 -0.849
H -6.212 -2.525 -2.182
H -3.595 -1.970 -3.847
H -2.246 -1.116 -3.099
C -3.337 -1.173 -3.148
C -0.446 5.119 1.233
H -6.337 -1.900 -0.537
C -0.698 5.154 -1.130
N 0.735 4.951 -1.314
C -6.551 1.901 -1.241
Si -4.699 2.081 -0.871
H -3.733 3.629 -2.614
H 0.481 -0.203 5.991
C -3.507 -1.877 2.595
H 0.564 3.194 -2.429
C 1.434 5.492 -0.155
H -3.797 -3.511 0.074
P 0.565 2.398 -0.098
Si -4.406 -0.309 2.016
H -7.092 1.498 -0.382
Cd -0.163 -0.748 -0.441
C 1.055 3.541 -1.515

# 3
127
Properties=species:S:1:pos:R:3 method="wB97M-V/def2-TZVPD" homo_lumo_gap_ev=6.8 multiplicity=1 total_charge=+1 homo_energy_ev=-10.35 total_energy_ha=-3663.47542 mol_weight_g_mol=817.57 lumo_ev=-3.57
H -8.725 6.092 3.876
H 7.082 -1.889 1.418
H 4.622 -0.272 0.224
H -10.417 -1.560 2.967
N -0.745 0.725 0.414
O -12.753 -0.492 -2.001
C 5.760 -0.330 0.379
H 2.755 3.753 3.264
H 8.695 -2.350 -4.153
H -9.999 5.248 2.977
H -9.479 -0.009 1.408
C 7.948 -1.820 -3.553
N -2.552 1.866 1.635
C 0.414 2.287 -1.800
H -11.393 -1.224 -5.490
Cl -4.984 0.839 0.355
H -3.069 -0.333 -1.691
C -0.195 2.459 2.504
H -10.689 1.027 -2.906
H -13.456 -2.386 -1.579
N 6.149 0.525 1.561
H -11.357 0.170 -0.674
H 0.569 -0.842 -0.228
H -11.468 -1.558 1.521
H 6.250 -0.011 -0.610
C 1.279 1.055 -1.226
H 8.508 1.749 -0.523
C -3.176 1.017 0.625
H 8.961 -0.097 -5.590
H 12.811 -5.138 2.290
H -12.184 -0.017 -4.459
H 6.517 2.385 0.426
C -9.486 2.230 3.094
H -8.472 1.839 3.234
H -12.429 -2.285 -3.038
O -2.265 -0.654 -1.210
H 9.351 1.551 1.113
H -6.773 -2.587 4.068
C 4.856 0.974 2.146
S 4.270 0.037 3.437
H 10.035 -1.581 -2.326
C -10.632 -2.060 2.016
O -9.043 4.174 4.503
H 1.196 2.913 0.733
O -9.503 -2.075 1.151
C -2.039 0.288 -0.158
H 0.104 1.800 3.412
H -10.913 -3.092 2.225
C 9.764 -0.578 -2.672
H 1.283 0.352 0.985
H -9.428 0.017 -2.183
H 7.058 -1.670 -4.165
C 8.439 1.215 0.507
H 2.246 1.984 3.382
H 5.273 -2.237 1.478
H 8.467 0.088 0.260
C -1.115 1.652 1.476
H -7.060 0.097 1.960
H 11.300 -4.574 0.349
H -10.163 1.375 3.002
C -7.581 -0.864 2.042
H 14.724 -3.570 -0.775
O -10.407 -0.864 -3.736
H 14.481 -4.793 1.788
C -11.406 -0.505 -1.535
C 9.918 -0.489 -5.945
O 12.815 -2.718 -0.935
C -9.552 5.388 3.967
H 12.987 -4.345 -2.228
H -10.690 0.401 -5.344
C 14.231 -2.631 -1.040
C 6.112 -1.874 0.785
C 7.023 1.676 1.173
C -13.191 -1.770 -2.443
H 0.979 4.311 1.915
C 2.480 2.823 2.639
H -3.031 2.495 2.312
H 0.788 3.280 -1.343
H 10.489 0.934 -4.060
H -8.208 -3.081 3.126
H -11.123 -1.506 -1.193
C 12.305 -3.938 -1.474
H -0.719 2.152 -1.752
H 10.451 0.291 -6.494
C -10.440 0.004 -2.604
H -8.516 4.279 0.726
H -7.765 3.924 2.293
H 14.507 -2.347 -2.059
H 1.681 2.660 -3.314
H 2.291 1.504 -0.872
H 7.276 2.305 2.105
H -7.735 2.704 0.988
H 9.832 0.101 -1.815
H 11.741 -0.092 -3.345
H -6.883 -1.650 1.734
C 0.633 0.284 0.034
C 13.432 -4.684 1.512
C 1.100 3.158 1.848
C -7.822 -2.365 3.857
C 10.725 -0.091 -3.755
S 3.899 2.440 1.502
H -9.875 2.446 5.190
H 13.202 -3.617 1.438
H -14.076 -1.630 -3.063
H 14.575 -1.854 -0.353
C 12.025 -4.962 -0.374
H -8.396 -2.472 4.780
H 7.683 -2.427 -2.682
H 6.214 -2.556 -0.142
H -10.300 5.806 4.648
H -10.956 3.414 4.177
C -9.923 3.070 4.292
O 0.734 2.376 -3.238
H 1.430 0.301 -2.076
C -11.217 -0.392 -4.806
O 10.731 -0.967 -4.881
H 9.720 -1.323 -6.622
C -8.328 3.493 1.461
O 13.226 -5.365 0.281
H 11.595 -5.857 -0.834
O -7.947 -1.020 3.411
H 11.361 -3.696 -1.974
H -8.476 -0.662 0.104
O -9.580 2.967 1.875
H -0.853 3.303 2.948
C -8.809 -0.830 1.134
O 8.410 -0.546 -3.124

# 4
20
Properties=species:S:1:pos:R:3 method="wB97M-V/def2-TZVPD" homo_lumo_gap_ev=8.5 multiplicity=1 total_charge=+1 smiles=[NH3+]CCNCCS homo_energy_ev=-12.03 total_energy_ha=-667.61957 mol_weight_g_mol=121.23 relative_energy_kcal_mol=37.8 lumo_ev=-3.55
C -1.908 -0.171 -0.125
N -1.751 -1.235 -1.226
H 0.652 1.967 0.795
N 0.386 -0.870 0.343
H -0.883 0.241 1.768
H -2.977 0.007 0.020
H 0.851 0.391 -1.361
H -2.480 -1.056 -1.937
H -1.934 -2.194 -0.931
H 3.853 1.972 0.599
H 0.949 -1.390 1.030
H -1.567 0.736 -0.621
H 2.105 -0.357 -0.624
C 1.191 0.190 -0.301
H -0.835 -1.129 -1.665
H -1.308 -1.468 1.367
S 2.887 2.377 -0.226
C -0.870 -0.539 0.975
H 2.009 1.149 1.583
C 1.629 1.377 0.537

# 5
75
Properties=species:S:1:pos:R:3 method="wB97M-V/def2-TZVPD" homo_lumo_gap_ev="6.3 / 6.1" multiplicity=1 total_charge=+2 homo_energy_ev="-14.21 / -14.19" total_energy_ha=-1778.84997 mol_weight_g_mol=675.97 lumo_ev="-7.95 / -8.10"
C -6.778 1.664 -0.674
H -1.321 0.095 -6.272
H 2.163 -0.393 -6.158
H -4.345 -4.901 2.787
C 2.904 -2.338 3.186
H 1.055 -1.353 2.693
H -3.652 -3.285 1.487
C -3.957 1.410 -0.214
Si 0.175 -1.653 -5.257
N -0.678 -2.181 0.458
C -1.932 -5.921 3.448
C 2.093 -1.507 2.442
H 3.055 1.096 -1.149
C 0.033 -3.289 0.645
H 4.849 -3.174 3.496
C -6.870 0.055 1.235
H 0.101 -5.326 1.226
H 1.090 -3.231 0.426
C -2.492 -5.752 2.026
C 4.259 -2.504 2.892
C -4.107 -0.891 0.335
N 2.132 0.010 0.421
H 1.869 -1.869 -7.065
H -0.165 -3.983 -6.113
C 1.884 -1.439 -6.067
N -1.970 0.149 0.190
H -7.790 -0.760 -1.239
H -1.385 -1.411 -7.183
H -6.591 -0.925 1.614
C 4.053 -0.979 1.106
C 0.193 -0.999 -3.518
C -2.607 -3.327 1.240
H -2.277 -1.257 -5.674
H 5.909 -1.938 1.632
N 4.304 -0.164 0.028
H 0.635 -4.020 -4.540
H 2.482 -2.874 4.020
H -0.845 -5.940 3.447
C -0.152 -3.556 -5.119
C -1.357 -0.986 -6.184
C -6.709 -0.784 -1.128
C 4.861 -1.821 1.855
C 0.201 -0.620 -2.352
C -4.018 -5.668 2.088
H -1.106 -3.736 -4.641
H -2.257 -5.110 4.095
H -6.346 1.906 -1.642
C -2.723 -0.950 0.420
H 2.662 -1.943 -5.499
Ir 0.102 -0.206 -0.374
H 5.208 -0.018 -0.397
H -7.953 0.099 1.168
H -2.292 -6.857 3.864
H -7.856 1.613 -0.800
H -2.638 -7.840 1.524
C 3.145 0.398 -0.337
C -1.883 -4.497 1.447
H -4.420 -6.617 2.432
H -1.958 2.174 -0.189
H -6.570 2.468 0.027
H -2.349 -6.801 0.129
C -4.764 0.288 -0.019
C -2.588 1.298 -0.083
H -4.676 -1.787 0.510
H -4.379 2.367 -0.465
H -6.435 -1.773 -0.772
C -2.096 -6.966 1.173
C -1.997 -2.191 0.717
H -1.033 -7.182 1.243
H -4.430 -5.467 1.102
C 2.675 -0.843 1.366
C -0.525 -4.457 1.113
C -6.268 0.319 -0.154
H -6.265 -0.628 -2.108
H -6.540 0.808 1.947

# 6
19
Properties=species:S:1:pos:R:3 method="wB97M-V/def2-TZVPD" homo_lumo_gap_ev="8.1 / 8.0" multiplicity=1 homo_energy_ev="-7.47 / -7.60" total_energy_ha=-310.83626 mol_weight_g_mol=100.16 relative_energy_kcal_mol=139.9 lumo_ev="0.67 / 0.42"
H 0.449 2.211 -0.066
H -2.238 -1.017 -2.082
H -1.948 -0.901 0.400
O -1.197 1.052 0.347
H -3.203 0.276 -1.338
H -0.399 -1.002 1.922
H 0.755 -1.971 0.862
C 0.136 1.158 -0.005
H 2.819 1.004 -0.180
C 0.321 -1.003 1.108
C 1.057 0.214 0.828
C 2.396 0.039 0.123
H 1.170 0.780 1.769
C -1.403 -0.214 -0.253
H 2.261 -0.563 -0.783
C -2.183 -0.059 -1.555
H -0.236 -0.130 -0.762
H -1.695 0.674 -2.206
H 3.123 -0.469 0.766